Below is CH2O6 in the gas phase at a distorted geometry, with properties calculated with the ωB97M-V functional and the def2-TZVPD basis.

Results
- E_LUMO: 0.018 hartree
- F_max: 2.9 eV Å⁻¹
- E_HOMO: -11.3285 eV
- SMILES: O=C(O)OOOO
- Calculated total energy: -490.486340 Eh

Geometry as ORCA input:
```
! RIJCOSX wB97M-V def2-TZVPD def2/J DEFGRID3
* xyz 0 1
O -0.4072 -1.5081 0.7549
C -0.8754 -0.5610 0.2447
O -1.9513 -0.4803 -0.4969
O -0.5779 0.8222 0.6821
O 0.7781 0.9989 0.9716
O 1.5003 1.1438 -0.1542
O 1.5330 -0.1344 -0.8950
H -2.1524 0.4337 -0.7414
H 2.1527 -0.7148 -0.3659
*
```